No. 1
Here is the ion C19H32FN4O5 with charge +1 from OMol25. Energies are from ωB97M-V with the def2-TZVPD basis set.

Structure (XYZ):
```
61
Properties=species:S:1:pos:R:3:lowdin_charge:R:1
C -0.66251 1.58503 2.73665 -0.0638
C -0.59053 2.57464 1.60288 -0.3502
C 0.57311 3.52486 1.66237 -0.0432
C -1.48603 2.56299 0.62174 -0.0963
C -1.51494 3.49703 -0.56751 -0.1767
C -0.44456 3.15648 -1.63100 -0.1575
C -0.97553 2.44418 -2.88297 -0.3814
C -1.71938 3.37691 -3.83776 -0.0590
C -1.81111 1.20024 -2.51450 -0.1436
C -0.93920 -0.06443 -2.40379 -0.0545
C -1.02099 -0.82600 -1.13149 -0.1909
N -0.06102 -1.62345 -0.67410 0.2335
C -0.48276 -2.13502 0.49178 -0.2425
N 0.25623 -2.97071 1.21237 -0.0766
O -0.22005 -3.44326 2.41665 0.0656
C 1.54781 -3.49902 0.77356 -0.1085
C 2.72406 -2.91514 1.54639 -0.1514
C 3.08795 -1.47556 1.11583 -0.1476
C 4.46787 -1.33494 0.46453 -0.1679
O 4.23877 -1.07188 -0.93812 -0.0551
C 5.29686 -1.32405 -1.75180 -0.3499
O 5.18020 -1.86528 -2.80384 0.1167
N -1.72188 -1.69188 0.80332 0.0980
C -2.67852 -1.90568 1.87289 0.0014
C -3.57260 -3.12828 1.66793 -0.4822
O -4.70910 -3.12838 2.01231 0.1780
O -2.90740 -4.18702 1.14250 0.1168
N -2.02003 -0.86988 -0.26143 0.0282
F -3.22309 -0.29673 -0.28051 0.1417
H -0.71605 2.09514 3.70136 0.0870
H -1.54667 0.94597 2.65231 0.0559
H 0.22339 0.94029 2.75952 0.0721
H 1.49215 2.99430 1.39190 0.0889
H 0.69845 3.93088 2.66804 0.0862
H 0.47115 4.36105 0.97052 0.0751
H -2.25637 1.79559 0.67674 0.0852
H -2.51346 3.41530 -1.00512 0.1063
H -1.39644 4.52435 -0.22155 0.1132
H 0.33885 2.55120 -1.16363 0.1117
H 0.03613 4.08565 -1.94884 0.1168
H -0.09625 2.07948 -3.42827 0.1323
H -1.97095 2.83810 -4.75420 0.0832
H -1.06435 4.19846 -4.13269 0.0848
H -2.63380 3.78010 -3.39874 0.0844
H -2.56883 1.05032 -3.28648 0.1218
H -2.35711 1.38015 -1.59103 0.0784
H 0.12007 0.19051 -2.49225 0.1319
H -1.14595 -0.77625 -3.20760 0.1428
H 0.10057 -2.83176 3.09783 0.1323
H 1.64142 -3.29953 -0.29238 0.1310
H 1.49500 -4.58226 0.90297 0.1387
H 3.57100 -3.58116 1.36213 0.1175
H 2.54207 -2.96382 2.62291 0.1112
H 2.37205 -1.12682 0.36921 0.0973
H 3.03644 -0.81324 1.98118 0.1102
H 5.05096 -2.25290 0.56003 0.1225
H 5.03549 -0.50732 0.89673 0.1271
H 6.25926 -0.94520 -1.36740 0.1522
H -3.30222 -1.02587 2.00983 0.1406
H -2.11682 -2.05009 2.79398 0.1386
H -3.41079 -4.56638 0.40814 0.1419
```

Molar mass, g mol⁻¹: 415.49
HOMO-LUMO gap, hartree: 0.32942
Net charge: +1
E_HOMO, eV: -11.702
Total energy, hartree: -1437.86450
SMILES: CC(C)=CCC[C@H](C)CCc1nc(N(O)CCCCOC=O)n(CC(=O)O)[n+]1F

No. 2
Here is a structure of composition C19H32FN5O4ReS4Si in a non-equilibrium geometry from OMol25. Energies are from ωB97M-V with the def2-TZVPD basis set.

Structure (XYZ):
```
67
Properties=species:S:1:pos:R:3:lowdin_charge:R:1
Re 12.44355 10.54652 8.30690 1.0947
S 12.72922 11.52144 6.33480 0.0419
S 11.56436 13.06792 5.58205 -0.0361
S 10.04768 12.13907 4.76663 -0.1472
S 8.55704 13.37876 5.05925 -0.0414
C 14.41096 6.76813 6.31174 -0.1698
Si 12.83603 7.43860 7.14876 0.5271
C 11.60100 7.76816 5.71608 -0.1908
C 12.10412 6.07663 8.37867 -0.1593
N 13.44116 8.94614 7.98305 -0.3024
C 14.75986 8.66400 8.50071 -0.3381
C 14.97767 7.95460 9.66467 -0.0712
C 16.22933 7.79336 10.19284 -0.0967
C 17.36890 8.36205 9.57265 -0.0761
C 17.18014 9.03616 8.33304 -0.0028
C 15.89689 9.08662 7.77713 -0.2467
F 15.81958 9.56688 6.52209 0.0598
H 14.16660 5.82484 5.77014 0.0409
H 15.11993 6.58073 7.10186 0.0188
H 14.76091 7.48475 5.54674 0.0447
H 11.90581 7.15965 4.83689 0.0344
H 11.62995 8.78626 5.32204 -0.0034
H 10.58610 7.47521 5.95088 0.0003
H 12.22798 5.10889 7.90699 0.0122
H 11.01843 6.28233 8.55338 0.0130
H 12.56200 6.06484 9.36106 0.0005
H 14.10233 7.60888 10.14837 0.0948
H 16.37410 7.27433 11.19205 0.1195
H 18.40074 8.34169 9.98467 0.1053
H 18.04451 9.54358 7.89422 0.1154
O 13.22204 12.29205 11.03770 0.1379
N 13.21890 11.43785 10.24011 -0.5171
O 14.07330 11.32208 9.20564 -0.1668
O 12.54805 10.26691 10.37490 -0.1642
N 10.57468 9.45992 8.16449 0.0706
C 9.37436 9.27122 8.10004 -0.1645
N 8.08799 9.09185 8.00982 -0.0776
C 7.22413 9.89432 7.11028 -0.1237
C 6.22483 9.06957 6.33752 -0.1870
C 5.49724 7.97658 7.15710 -0.1686
C 6.43254 7.28881 8.22925 -0.1662
C 7.40038 8.21280 8.94795 -0.1537
H 7.91399 10.48219 6.46232 0.1068
H 6.60272 10.58983 7.71539 0.1364
H 6.66030 8.54621 5.46394 0.1229
H 5.53095 9.76010 5.88812 0.1078
H 5.18656 7.19215 6.48150 0.0927
H 4.50978 8.39295 7.62042 0.1367
H 6.98259 6.45209 7.79545 0.1074
H 5.79882 6.76986 8.99164 0.1212
H 8.12484 7.77290 9.59017 0.1171
H 6.77016 8.79498 9.63907 0.1280
C 11.47609 15.04536 9.59178 -0.0034
N 10.52736 14.06510 10.13303 -0.1246
C 9.54626 14.59249 11.09185 -0.0399
C 10.50537 12.77437 9.78567 -0.4115
C 9.62823 11.80090 10.59336 0.0216
O 11.23062 12.37381 8.80206 -0.2003
H 11.56060 15.89910 10.27628 0.0896
H 11.10018 15.48237 8.64414 0.1106
H 12.42897 14.55699 9.48719 0.0863
H 9.81286 15.61020 11.25029 0.0629
H 9.60489 14.12522 12.11704 0.1087
H 8.52095 14.53130 10.62397 0.1197
H 10.27587 10.97173 10.90373 0.0742
H 8.81128 11.40108 9.89599 0.1038
H 9.09595 12.22139 11.45940 0.0648
```

Molar mass, g mol⁻¹: 756.06
Multiplicity: 4
HOMO-LUMO gap (spin up / spin down), hartree: 0.23576 / 0.18265
E_HOMO (spin up / spin down), eV: -6.287 / -6.152
ΔE to the lowest compared entry with this formula, charge and spin, kcal/mol: 19.66
Total energy, hartree: -3378.15480

No. 3
Here is a structure of composition C19H32HgO10 in a non-equilibrium geometry from OMol25. Energies are from ωB97M-V with the def2-TZVPD basis set.

Structure (XYZ):
```
62
Properties=species:S:1:pos:R:3:lowdin_charge:R:1
Hg -0.07247 -0.46038 0.45993 1.2107
C -1.85380 2.67594 -0.48550 -0.1238
C -2.60488 1.76964 0.49539 -0.4585
O -1.92417 0.63246 0.83035 -0.3771
H -0.87562 2.92335 -0.05552 0.0620
H -2.35454 3.62891 -0.69711 0.0653
H -1.67081 2.16567 -1.42984 0.0437
H -3.57921 1.57752 0.00241 0.0963
H -2.83049 2.38428 1.38673 0.0952
C 2.42998 -2.61949 -0.01903 -0.3226
O 1.65697 -1.50560 -0.26028 -0.4644
H 3.09821 -2.48524 0.84755 0.0564
H 1.80067 -3.50936 0.16901 0.0530
H 3.05249 -2.84524 -0.89944 0.0583
O -1.48460 -2.32575 -0.24992 0.0606
C -1.63502 -3.18228 -1.07364 -0.4715
O -2.69391 -4.01307 -1.05442 0.0368
C -2.67423 -4.84906 -2.23452 -0.1446
C -1.72998 -4.15061 -3.20787 -0.1517
C -0.74424 -3.50887 -2.24464 -0.0610
H -3.70742 -4.87924 -2.57305 0.1240
H -2.33357 -5.85201 -1.98061 0.1254
H -2.20332 -3.41788 -3.86002 0.1184
H -1.31307 -4.91040 -3.87122 0.1141
H -0.13544 -2.69103 -2.60878 0.1292
H -0.10696 -4.27249 -1.77631 0.1417
O 0.27316 0.82291 -1.75670 0.0655
C 0.80484 1.29217 -2.71127 -0.4810
O 1.32308 0.56013 -3.70801 0.0370
C 1.77114 1.41134 -4.78886 -0.1360
C 1.14409 2.78086 -4.49635 -0.1517
C 1.04078 2.77068 -2.97871 -0.0651
H 1.53033 1.02202 -5.77172 0.1227
H 2.85231 1.44275 -4.63971 0.1257
H 0.15961 2.86961 -4.95477 0.1191
H 1.81119 3.53583 -4.91288 0.1143
H 0.21410 3.35170 -2.57993 0.1156
H 1.96869 3.10434 -2.51106 0.1255
O -0.37090 -1.36007 2.63712 0.0423
C -1.32076 -1.21707 3.35953 -0.4623
O -1.15001 -0.76158 4.61475 0.0449
C -2.38773 -0.85030 5.32047 -0.1517
C -3.45149 -0.66356 4.20953 -0.1396
C -2.77938 -1.37502 3.04920 -0.0820
H -2.50672 -0.09123 6.08562 0.1217
H -2.51684 -1.85116 5.73689 0.1231
H -3.64527 0.39460 4.04989 0.1163
H -4.36292 -1.13811 4.57544 0.1107
H -2.94389 -0.93539 2.05971 0.1056
H -3.11896 -2.40427 2.91853 0.1352
O 1.32182 1.21995 1.49341 0.0671
C 2.27268 1.87991 1.77647 -0.4566
O 2.35792 2.49010 2.97647 0.0513
C 3.57984 3.20833 3.11651 -0.1489
C 4.45292 2.86406 1.88389 -0.1371
C 3.49033 2.16686 0.93757 -0.0651
H 4.08652 2.90138 4.03033 0.1208
H 3.43342 4.28662 3.18194 0.1201
H 5.29723 2.24232 2.17319 0.1116
H 4.84877 3.78829 1.46660 0.1082
H 3.80265 1.21899 0.49368 0.1342
H 3.20692 2.74225 0.05357 0.1224
```

Molar mass, g mol⁻¹: 621.05
HOMO-LUMO gap, hartree: 0.28849
E_HOMO, eV: -7.217
ΔE to the lowest compared entry with this formula, charge and spin, kcal/mol: 0.00
Total energy, hartree: -1648.92580